Entry P
Entry from the OMol25 dataset: 2 unconnected molecules or ions with the total composition C6H9ClO (wB97M-V/def2-TZVPD).

Each line ends with the Mulliken charge.
Element x y z (Å)
C -2.058 0.632 -0.456  -0.914
C -0.602 0.386 -0.516  0.814
C 0.082 -0.261 0.357  0.147
C 1.566 -0.185 0.120  -0.973
C -0.130 -0.752 1.719  -0.293
C -1.362 -1.288 2.073  -0.837
H -2.480 0.426 -1.704  0.264
H -2.484 1.906 0.181  0.226
H -2.542 -0.226 0.424  0.184
H 1.966 0.908 0.409  0.263
H 1.828 -0.160 -0.953  0.440
H 1.958 -1.998 0.870  0.339
H 0.544 -0.413 2.421  0.479
H -1.345 -1.778 3.083  0.320
H -1.977 -1.557 1.131  0.294
O 2.294 -1.050 0.852  -0.543
Cl 0.071 1.182 -1.910  -0.210

As for the molar mass: 132.6 g/mol. As for the frontier orbital gap: 9.1359 eV. Its HOMO energy is -8.8 eV.



Entry Q
Entry from the OMol25 dataset: C6H9ClO in the gas phase (wB97M-V/def2-TZVPD).

Each line ends with the Mulliken charge.
Element x y z (Å)
C -2.355 1.566 0.945  -0.638
O -0.954 1.233 0.793  -0.344
C -0.686 0.452 -0.197  -0.355
C 0.453 -0.254 -0.280  1.079
C 0.380 -1.049 -1.524  -1.080
C 1.394 -0.312 0.743  -0.401
C 2.612 -0.727 0.796  -0.148
Cl 3.407 -1.413 -0.634  -0.207
H -2.602 1.921 -0.148  0.241
H -2.507 2.376 1.568  0.279
H -2.828 0.614 1.114  0.320
H -1.316 0.620 -1.129  0.004
H 0.174 -2.251 -1.366  0.218
H 1.386 -1.275 -2.222  0.235
H -0.513 -0.673 -2.054  0.278
H 0.919 -0.067 1.702  0.238
H 3.036 -0.762 1.894  0.281

As for the SMILES: CO/C=C(C)\C=C/Cl. As for the molar mass: 132.6 g/mol. As for the frontier orbital gap: 8.7055 eV. Its HOMO energy is -7.9 eV.



Stability check: which of them is most stable? entry Q.



Entry P
Entry from the OMol25 dataset: C2H3Cl2N2P in the gas phase (wB97M-V/def2-TZVPD).

Each line ends with the Mulliken charge.
Element x y z (Å)
H -1.269 1.932 -2.045  0.247
N -0.738 1.445 -1.316  -0.389
P -1.222 1.048 0.070  0.047
N -0.089 0.001 0.751  -0.206
C 1.240 -0.521 0.543  -0.206
C 2.262 0.192 0.068  0.274
Cl 3.763 -0.727 -0.324  -0.200
Cl 2.479 1.884 0.142  -0.140
H -0.339 -0.467 1.603  0.268
H 1.506 -1.581 0.597  0.305

As for the SMILES: [H]/N=P/NC=C(Cl)Cl. As for the molar mass: 156.9 g/mol. As for the frontier orbital gap: 9.4259 eV. Its HOMO energy is -9.1 eV.



Entry Q
Entry from the OMol25 dataset: C2H3Cl2N2P in the gas phase (wB97M-V/def2-TZVPD).

Each line ends with the Mulliken charge.
Element x y z (Å)
H 0.817 1.310 -2.753  0.251
N 0.429 0.834 -1.960  -0.566
P 1.079 -0.302 -1.059  0.668
Cl 2.898 -0.962 -1.332  -0.134
N 0.711 -0.812 0.423  -0.330
C -0.458 -0.687 1.150  -0.141
C -1.258 0.413 1.205  -0.181
Cl -2.730 0.578 2.125  -0.166
H -0.282 -1.325 1.960  0.352
H -1.206 0.955 0.241  0.248

As for the SMILES: [H]\N=P(/Cl)=N\C=C\Cl. As for the molar mass: 156.9 g/mol. As for the frontier orbital gap: 7.7239 eV. Its HOMO energy is -8.6 eV.



Stability check: which of them is most stable? entry P.



Entry P
Entry from the OMol25 dataset: CH2ClNS in the gas phase (wB97M-V/def2-TZVPD).

Each line ends with the Mulliken charge.
Element x y z (Å)
C 0.594 1.148 0.130  0.034
N -0.972 -0.739 0.776  -0.471
S 1.139 1.311 1.565  -0.103
Cl -0.481 -0.501 2.359  -0.017
H 0.305 1.602 -0.777  0.343
H -0.619 -1.654 0.506  0.214

As for the molar mass: 95.6 g/mol. As for the frontier orbital gap (spin up / spin down): 7.2673 / 7.1043 eV. Its HOMO energy (spin up / spin down) is -8.3 / -8.1 eV.



Entry Q
Entry from the OMol25 dataset: a molecular structure, CH2ClNS (wB97M-V/def2-TZVPD).

Each line ends with the Mulliken charge.
Element x y z (Å)
C -0.466 0.195 0.770  0.085
N -0.447 -0.309 -1.045  -0.356
S -1.267 1.485 1.186  -0.179
Cl 0.749 -1.497 -1.000  -0.109
H -0.128 -0.785 1.127  0.308
H -0.404 0.478 -1.647  0.251

As for the molar mass: 95.6 g/mol. As for the frontier orbital gap: 8.1024 eV. Its HOMO energy is -9.0 eV.



Stability check: which of them is most stable? entry Q.



Entry P
Entry from the OMol25 dataset: 2 unconnected molecules or ions with the total composition C2H7N3O3 (wB97M-V/def2-TZVPD).

Each line ends with the Mulliken charge.
Element x y z (Å)
C -1.429 1.225 -1.972  -0.420
C 0.305 -0.304 0.550  0.228
H -0.496 1.901 -2.097  0.242
H -1.246 0.178 -2.711  0.226
H -2.387 1.951 -2.205  0.252
H 2.222 0.540 0.290  0.305
H 2.184 -1.900 -0.572  0.337
H -1.414 -0.690 1.450  0.299
H 0.140 0.254 3.215  0.231
N -0.095 0.433 -0.443  -0.290
N 1.754 -0.431 0.650  -0.206
N -0.522 -1.028 1.347  -0.075
O -1.421 0.761 -0.354  -0.301
O 2.274 -1.735 0.349  -0.409
O 0.131 -1.155 2.502  -0.421

As for the molar mass: 121.1 g/mol. As for the frontier orbital gap: 8.0463 eV. Its HOMO energy is -8.7 eV.



Entry Q
Entry from the OMol25 dataset: C2H7N3O3 in the gas phase (wB97M-V/def2-TZVPD).

Each line ends with the Mulliken charge.
Element x y z (Å)
C -0.289 0.387 0.303  0.804
N -0.623 1.526 -0.427  -0.577
N -0.108 0.683 1.690  -0.571
O -1.815 -0.790 -0.905  -0.276
N -1.101 -0.829 0.209  -0.516
H -2.237 -1.664 -0.976  0.387
H -0.305 1.507 -1.387  0.240
H -1.569 1.859 -0.322  0.260
H 0.644 1.357 1.770  0.297
H 0.158 -0.146 2.211  0.269
C 0.955 -0.479 -0.503  0.127
O 1.989 -0.593 0.467  -0.525
O 1.197 -0.066 -1.676  -0.534
H 2.626 -1.204 0.072  0.361
H 0.479 -1.548 -0.526  0.253

As for the molar mass: 121.1 g/mol. As for the frontier orbital gap (spin up / spin down): 6.3891 / 9.4052 eV. Its HOMO energy (spin up / spin down) is -8.3 / -9.1 eV.



Stability check: which of them is most stable? entry Q.



Entry P
Entry from the OMol25 dataset: C3H3ClO2 in the gas phase (wB97M-V/def2-TZVPD).

Each line ends with the Mulliken charge.
Element x y z (Å)
O -1.946 0.764 1.031  -0.398
C -1.549 -0.273 0.619  0.024
C -0.188 -0.415 -0.241  0.376
O -0.105 -1.275 -1.070  -0.423
C 1.147 0.555 -0.220  -0.339
Cl 2.575 -0.548 -0.510  -0.157
H -2.017 -1.289 0.705  0.308
H 1.003 1.256 0.688  0.302
H 1.082 1.226 -1.003  0.308

As for the SMILES: O=CC(=O)CCl. As for the molar mass: 106.5 g/mol. As for the frontier orbital gap: 9.3507 eV. Its HOMO energy is -9.9 eV.



Entry Q
Entry from the OMol25 dataset: C3H3ClO2 in the gas phase (wB97M-V/def2-TZVPD).

Each line ends with the Mulliken charge.
Element x y z (Å)
C -0.103 -0.209 0.010  -1.099
C -1.435 -0.148 -0.640  0.725
O -2.190 -1.099 -0.635  -0.498
C -1.789 0.989 -1.494  0.369
O -1.257 0.696 -2.514  -0.375
Cl -2.902 2.215 -1.304  -0.123
H 0.692 0.036 -0.636  0.360
H 0.069 -1.168 0.380  0.337
H 0.317 0.552 0.818  0.302

As for the SMILES: CC(=O)C(=O)Cl. As for the molar mass: 106.5 g/mol. As for the frontier orbital gap: 10.6262 eV. Its HOMO energy is -10.2 eV.



Stability check: which of them is most stable? entry Q.



Entry P
Entry from the OMol25 dataset: 15 unconnected molecules or ions with the total composition H29O15 (wB97M-V/def2-TZVPD).

Each line ends with the Mulliken charge.
Element x y z (Å)
O -0.826 -2.192 -1.286  -0.790
H -2.310 -3.038 -0.394  0.285
H -0.539 2.709 -3.915  0.282
O 1.666 -0.226 0.139  -0.566
H 1.740 0.182 -0.861  0.348
H 1.548 4.319 1.997  0.317
O -1.007 2.423 -3.163  -0.593
H 1.157 3.035 2.816  0.345
H -4.303 -1.378 -1.644  0.373
O -2.264 -2.931 -3.093  -0.714
H 2.847 4.665 -1.449  0.256
H -2.090 -3.899 -3.146  0.325
O 3.742 -3.121 1.336  -0.652
H 3.405 -2.325 0.991  0.329
H -0.740 -3.830 2.948  0.300
O 1.859 1.980 -1.537  -1.049
H 0.996 0.535 0.354  0.287
H 2.670 1.700 -1.835  0.147
O -3.205 -0.216 -0.038  -0.614
H 2.908 -3.613 1.410  0.313
H 0.164 -2.183 -1.134  0.333
O -3.272 -3.027 -0.518  -0.678
H -3.789 -0.661 -0.574  0.174
H -0.896 -1.189 -1.285  0.365
O 0.370 2.285 0.513  -0.754
H -0.549 -3.219 1.456  0.329
H -0.583 2.582 -2.426  0.313
O 2.919 4.074 -0.750  -0.639
H -1.336 -2.588 -2.845  0.438
O 0.170 0.815 3.466  -0.608
H -0.203 0.608 2.637  0.292
H 2.561 3.281 -1.066  0.408
O 4.145 1.571 1.846  -0.652
H 3.292 1.346 2.266  0.302
H 3.795 2.290 1.238  0.356
O -0.660 -4.032 2.034  -0.630
H -3.331 0.744 -0.251  0.293
H -3.015 -3.029 -1.507  0.484
O -5.258 -1.444 -1.509  -0.598
H 0.349 3.183 0.468  0.221
H 0.349 -0.138 3.802  0.313
O 1.642 3.986 2.922  -0.655
H -5.336 -1.723 -0.717  0.324
H 1.063 2.086 -0.233  0.339

As for the total charge: -1. As for the molar mass: 269.2 g/mol. As for the frontier orbital gap: 8.7211 eV. Its HOMO energy is -6.5 eV.



Entry Q
Entry from the OMol25 dataset: 15 unconnected molecules or ions with the total composition H29O15 (wB97M-V/def2-TZVPD).

Each line ends with the Mulliken charge.
Element x y z (Å)
O -4.536 -1.889 1.126  -0.670
H -4.468 -1.039 0.577  0.319
H 3.403 2.025 1.909  0.353
O -0.400 0.029 2.838  -0.615
H -0.759 0.230 1.944  0.248
H 2.234 -4.263 -0.332  0.340
O 4.333 2.154 1.488  -0.638
H -0.580 -1.195 -2.855  0.389
H 0.711 -1.732 -0.309  0.365
O 1.631 1.612 0.728  -0.754
H -0.065 2.104 -1.444  0.181
H 1.085 1.478 -0.155  0.376
O 0.334 0.295 5.224  -0.665
H 0.589 0.997 4.608  0.304
H 0.442 2.401 -4.197  0.311
O -1.644 -0.028 -0.245  -0.412
H -4.332 3.521 -1.098  0.312
H -0.974 0.669 -0.773  0.245
O -1.457 -1.300 -2.920  -0.604
H -0.343 -0.010 4.680  0.385
H 0.401 0.050 2.810  0.322
O 1.555 -0.449 -2.443  -0.697
H 1.920 -0.028 -3.070  0.209
H -4.111 -2.463 0.403  0.335
O 0.254 1.258 -1.300  -0.948
H 1.046 0.902 -4.687  0.329
H 4.187 2.317 0.596  0.316
O -3.471 3.681 -0.946  -0.695
H 2.338 1.018 0.873  0.323
O -3.682 1.080 -1.904  -0.540
H -3.347 1.877 -1.691  0.260
H -3.395 3.108 -0.121  0.348
O 2.744 -1.835 3.001  -0.567
H 2.319 -2.568 3.387  0.297
H 2.719 -1.030 3.591  0.292
O 1.086 1.911 -4.832  -0.647
H -1.720 -0.401 -2.615  0.171
H 1.032 0.372 -2.001  0.328
O 0.510 -2.642 0.173  -0.608
H -2.124 0.393 0.569  0.168
H -3.183 0.988 -2.721  0.329
O 3.061 -4.328 0.113  -0.671
H -0.285 -2.584 0.597  0.242
H 2.709 -3.543 0.715  0.334

As for the total charge: -1. As for the molar mass: 269.2 g/mol. As for the frontier orbital gap: 9.5798 eV. Its HOMO energy is -7.5 eV.



Stability check: which of them is most stable? entry P.